# 1
Below is a molecular structure, C20H29CeN2S in a non-equilibrium geometry, with properties calculated with ωB97M-V/def2-TZVPD.

```
53
Properties=species:S:1:pos:R:3:mulliken_spin:R:1
C -2.5432 0.0185 1.9573 0.000
H -3.0373 0.8227 2.5384 0.000
H -3.2877 -0.7943 1.8787 0.000
H -2.4441 0.3994 0.9289 0.000
C -1.2748 -0.5730 2.6118 -0.001
H -0.6769 -1.1591 1.8905 0.001
H -0.6029 0.1611 3.0606 -0.001
C -1.8259 -1.5292 3.6960 0.000
H -1.0929 -1.9801 4.3691 0.000
H -2.5694 -1.0129 4.3315 0.000
H -2.3183 -2.3601 3.1785 0.000
C 1.5858 -1.3490 -1.8866 -0.016
C 1.4178 -2.1799 -0.7179 -0.002
C 0.0117 -2.1863 -0.3755 0.024
C -0.6763 -1.3270 -1.3027 0.001
C 0.2913 -0.8196 -2.2400 -0.012
C -0.0605 0.0225 -3.4148 0.011
C -2.1483 -1.3521 -1.5546 -0.003
C -0.6765 -3.1784 0.5057 -0.003
C 2.4893 -2.6756 0.1747 -0.005
C 2.8710 -0.8182 -2.4180 0.003
Ce 0.8519 0.0883 -0.1012 1.002
H -2.5178 -0.4275 -2.0039 0.000
H -2.3551 -2.1654 -2.2643 0.000
H -2.7443 -1.5449 -0.6583 0.000
H -1.0647 0.4457 -3.3030 -0.001
H 0.6366 0.8486 -3.5791 0.000
H -0.0749 -0.5671 -4.3412 -0.001
H 3.7176 -1.0673 -1.7682 0.000
H 3.1230 -1.2124 -3.4131 0.000
H 2.8340 0.2780 -2.5440 0.000
H 2.0633 -3.1276 1.0762 -0.002
H 3.1081 -3.4460 -0.2998 0.000
H 3.1732 -1.8698 0.4850 0.000
H -1.5643 -2.7717 0.9991 0.001
H -1.0245 -4.0264 -0.1014 0.000
H -0.0241 -3.5777 1.2846 0.000
N 1.9235 3.0606 -1.5865 0.001
C 1.5833 3.4748 -0.3083 0.000
N 0.9881 2.6921 0.5889 0.000
C 0.7547 3.4123 1.7937 0.000
C -0.0113 2.9782 2.8741 0.000
C -0.1635 3.8167 3.9821 0.000
C 0.4312 5.0870 4.0174 0.000
C 1.1876 5.5341 2.9149 0.000
C 1.3098 4.7074 1.7984 0.000
S 2.0753 5.0805 0.2511 0.000
H 2.2656 3.8333 -2.1571 0.000
H 1.2223 2.4800 -2.0611 0.002
H -0.4975 2.0093 2.8171 0.001
H -0.7531 3.4888 4.8367 0.000
H 0.3099 5.7406 4.8945 0.000
H 1.6797 6.5133 2.9157 0.000
```

HOMO (spin up / spin down)	-14.327 / -14.327	eV
frontier orbital gap (spin up / spin down)	7.0 / 7.2	eV
⟨S²⟩	0.7514
total charge	+2
multiplicity	2
lowest unoccupied orbital energy (spin up / spin down)	-7.29 / -7.16	eV


# 2
Below is a molecular structure, C20H29Cl3KO8 in a non-equilibrium geometry, with properties calculated with ωB97M-V/def2-TZVPD.

```
61
Properties=species:S:1:pos:R:3:lowdin_charge:R:1
K -0.8174 0.8754 0.8155 0.842
C -2.9179 -1.3845 -0.1601 -0.168
C -1.8706 -2.4338 0.1792 -0.189
O -0.7532 -1.8133 0.7717 -0.188
C 0.3576 -2.6791 0.9128 -0.170
C 1.3032 -2.1307 1.9458 -0.164
O 2.1079 -1.1107 1.3619 -0.125
C 2.8245 -0.3545 2.3205 -0.186
C 1.9702 0.6911 3.0157 -0.162
O 1.2145 1.4958 2.1290 -0.232
C 1.8871 2.4833 1.3629 -0.166
C 2.4663 1.9600 0.0613 -0.195
O 1.4449 1.2897 -0.6308 -0.197
C 1.8745 0.6007 -1.7812 -0.176
C 0.6647 0.3024 -2.6304 -0.166
O 0.0659 -0.9088 -2.1845 -0.127
C -1.1751 -1.1778 -2.7983 -0.190
C -2.3228 -0.3284 -2.2786 -0.178
O -2.4104 -0.2693 -0.8737 -0.218
H -3.3275 -0.9803 0.7659 0.096
H -3.7251 -1.8644 -0.7291 0.132
H -1.5604 -3.0052 -0.7042 0.114
H -2.3286 -3.1409 0.8863 0.134
H 0.8588 -2.7880 -0.0578 0.135
H 0.0141 -3.6684 1.2430 0.130
H 1.9529 -2.9447 2.2972 0.130
H 0.7265 -1.7488 2.7960 0.116
H 3.6596 0.0974 1.7870 0.108
H 3.2563 -1.0033 3.0967 0.128
H 2.6176 1.3198 3.6445 0.130
H 1.2316 0.2146 3.6625 0.108
H 2.6829 2.9528 1.9555 0.131
H 1.1323 3.2358 1.1249 0.112
H 3.3208 1.2919 0.2168 0.111
H 2.8188 2.8218 -0.5247 0.134
H 2.3849 -0.3288 -1.4969 0.135
H 2.5729 1.2276 -2.3520 0.129
H 0.9566 0.1957 -3.6836 0.128
H -0.0270 1.1474 -2.5350 0.129
H -1.3739 -2.2362 -2.6304 0.112
H -1.1194 -1.0304 -3.8879 0.127
H -3.2596 -0.7097 -2.7105 0.130
H -2.2221 0.7123 -2.5907 0.114
Cl -4.3554 -1.3978 3.4887 0.545
C -3.0989 -0.7735 4.6102 -1.460
Cl -3.7003 0.7466 5.3341 0.555
Cl -2.8950 -1.9794 5.9052 0.541
C -1.7361 -0.4637 3.8355 -0.821
O -0.7097 -0.8301 4.4139 -0.045
O -1.9049 0.1274 2.7578 -0.177
C -2.3296 5.6119 -2.2719 -0.163
C -1.0920 5.6868 -1.6395 -0.157
C -0.6215 4.6005 -0.8958 -0.208
C -1.3183 3.3886 -0.7180 -0.165
C -2.5658 3.3817 -1.3774 -0.210
C -3.0701 4.4423 -2.1360 -0.153
H -2.7076 6.4455 -2.8531 0.074
H -0.4927 6.5903 -1.7255 0.074
H 0.3646 4.7334 -0.4389 0.047
H -3.2084 2.4994 -1.2990 0.055
H -4.0417 4.3594 -2.6166 0.075
```

HOMO	-3.180	eV
frontier orbital gap	5.3	eV
total charge	-1
lowest unoccupied orbital energy	2.12	eV


# 3
Below is a molecular structure, C20H29Cu2N4O in a non-equilibrium geometry, with properties calculated with ωB97M-V/def2-TZVPD.

```
56
Properties=species:S:1:pos:R:3:lowdin_charge:R:1
C 3.8577 -2.2057 -1.9530 0.085
N 3.0365 -0.9376 -1.8912 -0.053
C 2.5458 -0.6165 -0.6961 -0.009
C 1.8893 0.5791 -0.4933 0.043
C 1.7015 1.4399 -1.5702 -0.140
C 2.2171 1.0882 -2.8061 0.054
C 2.8724 -0.1318 -2.9287 0.024
C 1.0985 2.7790 -1.3903 -0.115
C 0.3451 3.4238 -2.3791 0.042
C -0.2075 4.6396 -2.1331 0.014
N -0.0359 5.2434 -0.9445 -0.059
C 0.7208 4.6513 -0.0095 0.029
C 1.1978 3.3952 -0.1603 0.043
C -0.6791 6.5605 -0.6903 0.068
H 4.4531 -2.1916 -2.8579 0.110
H 3.1688 -3.0422 -1.9562 0.106
H 4.5030 -2.1672 -1.0868 0.117
H 2.6312 -1.3522 0.0945 0.116
H 1.4007 0.8130 0.4426 0.123
H 1.9729 1.6237 -3.7137 0.134
H 3.2307 -0.4846 -3.8889 0.161
H 0.2257 2.9185 -3.3286 0.131
H -0.7464 5.1568 -2.9182 0.165
H 0.8339 5.1748 0.9328 0.166
H 1.7720 2.9480 0.6370 0.143
H -1.6267 6.5711 -1.2149 0.111
H -0.0623 7.3556 -1.1082 0.126
H -0.7736 6.6970 0.3775 0.110
Cu -2.9678 0.8467 -0.4516 0.688
Cu -1.6291 -0.7159 -2.7600 0.691
O -1.4621 -0.6137 -0.6401 -0.374
H -0.6032 -0.8407 -0.3185 -0.081
C -3.4397 -5.7823 0.7766 -0.081
C -2.2025 -4.8654 0.9454 -0.243
C -1.7983 -4.1175 -0.3404 -0.184
C -0.4390 -3.5702 -0.3088 -0.209
N 0.6328 -3.1457 -0.2565 0.172
H -3.2220 -6.6267 0.1268 0.082
H -4.2678 -5.2087 0.3574 0.077
H -3.6644 -6.1729 1.7640 0.082
H -1.3926 -5.4862 1.3395 0.120
H -2.4231 -4.1174 1.7157 0.102
H -2.5265 -3.3246 -0.5346 0.107
H -1.8013 -4.7692 -1.2296 0.135
C -1.2137 1.2919 3.3043 -0.108
C -0.9235 -0.0525 3.9884 -0.205
C -0.6633 -1.1895 2.9607 -0.172
C 0.7487 -1.4583 2.7793 -0.262
N 1.8112 -1.6452 2.6359 0.186
H -0.3379 1.7234 2.8013 0.060
H -1.7046 1.9618 4.0031 0.081
H -1.9261 1.1959 2.4539 0.046
H -1.7654 -0.2083 4.6478 0.117
H 0.0382 0.0709 4.4795 0.115
H -1.2350 -1.0223 2.0411 0.085
H -1.1652 -2.0869 3.3542 0.127
```

HOMO	-18.138	eV
frontier orbital gap	7.4	eV
total charge	+3
lowest unoccupied orbital energy	-10.73	eV


# 4
Below is 3 unconnected molecules or ions with the total composition C20H29F13N3O7 in a non-equilibrium geometry, with properties calculated with ωB97M-V/def2-TZVPD.

```
72
Properties=species:S:1:pos:R:3:lowdin_charge:R:1
C 4.5775 -0.4765 -0.8564 0.043
C 3.5443 0.2491 -0.3905 -0.127
C 2.7968 1.1142 -1.3738 -0.116
N 1.4177 1.4971 -0.9204 0.036
F 1.1059 0.9148 0.2880 0.048
C 0.3873 1.2661 -1.8000 -0.211
N -0.4381 0.1380 -1.7778 0.110
C 0.2677 -1.1577 -1.8563 -0.160
O 0.1856 -1.8884 -0.6819 -0.135
C -0.3106 -3.2053 -0.8857 -0.059
C -1.5807 0.1895 -0.9175 -0.599
F -2.2686 1.3269 -1.1588 0.167
F -2.3812 -0.8482 -1.2220 0.177
F -1.3157 0.1573 0.3859 0.174
N 0.2031 2.1407 -2.7387 0.090
C -0.8006 1.9560 -3.7996 -0.085
C -0.3278 0.9174 -4.8507 -0.137
C 0.0288 1.6010 -6.1644 -0.279
O 0.2935 0.6960 -7.1951 -0.023
C 1.0046 3.3816 -2.7925 -0.078
O 0.7219 4.2137 -1.7006 0.091
C -0.3161 5.0842 -1.9092 -0.657
F -0.5061 5.7651 -0.7753 0.202
F -0.0438 5.9442 -2.9094 0.179
F -1.4500 4.4167 -2.2207 0.171
H 5.2344 -0.0070 -1.5792 0.075
H 4.7453 -1.4998 -0.5687 0.071
H 3.3243 0.2402 0.6645 0.107
H 2.7556 0.6698 -2.3561 0.116
H 3.3449 2.0543 -1.4966 0.128
H 1.3089 -0.9885 -2.1224 0.136
H -0.1703 -1.7178 -2.6784 0.142
H 0.3127 -3.7651 -1.5782 0.097
H -0.3304 -3.7261 0.0598 0.101
H -1.3231 -3.1931 -1.2831 0.089
H -0.9641 2.8858 -4.3227 0.127
H -1.7374 1.6106 -3.3985 0.121
H 0.4876 0.3067 -4.4730 0.110
H -1.1609 0.2546 -5.0609 0.128
H -0.8363 2.1877 -6.4633 0.129
H 0.8654 2.2887 -6.0039 0.121
H 0.5876 -0.1463 -6.8494 0.087
H 0.7886 3.8753 -3.7289 0.146
H 2.0642 3.1769 -2.7762 0.137
C -3.6563 -0.5984 2.0130 -0.053
C -3.9203 -1.9904 1.4792 -0.195
O -4.0620 -2.9466 2.5412 0.036
C -5.2349 -2.9484 3.1638 -0.399
O -6.1648 -2.2465 2.9200 0.183
C -5.2444 -4.0405 4.2454 -0.563
F -4.1352 -3.9901 4.9862 0.171
F -5.3079 -5.2459 3.6729 0.174
F -6.2876 -3.8990 5.0435 0.189
H -2.7853 -0.6033 2.6693 0.086
H -3.4862 0.0986 1.2031 0.056
H -4.5016 -0.2362 2.5962 0.086
H -3.0734 -2.3364 0.8908 0.106
H -4.8006 -2.0153 0.8370 0.132
C 1.5614 1.1291 5.3435 -0.056
C 1.4421 -0.1063 4.4774 -0.198
O 2.7356 -0.6403 4.1335 0.020
C 3.3461 -1.3455 5.0776 -0.405
O 2.9326 -1.5831 6.1667 0.189
C 4.6866 -1.8679 4.5359 -0.561
F 5.3700 -0.8956 3.9223 0.163
F 4.4698 -2.8420 3.6431 0.165
F 5.4337 -2.3521 5.5096 0.192
H 2.1935 1.8745 4.8595 0.083
H 0.5778 1.5614 5.5224 0.085
H 2.0129 0.8929 6.3054 0.080
H 0.9744 0.1459 3.5271 0.113
H 0.8320 -0.8729 4.9531 0.128
```

HOMO	-12.459	eV
energy relative to the best compared isomer or geometry (same formula, charge and spin)	0.0	kcal per mole
frontier orbital gap	7.7	eV
total charge	+1
lowest unoccupied orbital energy	-4.77	eV